--- one ---
{
  "formula": "C6H5ClIN3",
  "method": "ωB97M-V with the def2-TZVPD basis set",
  "symbols": ["C", "C", "C", "C", "C", "C", "N", "N", "N", "Cl", "I", "H", "H", "H", "H", "H"],
  "xyz": [[0.87, -1.12, -1.06], [-0.46, -0.93, -1.14], [1.40, -0.32, 0.02], [-0.98, 0.03, -0.11], [0.31, 0.59, 0.52], [2.62, -3.38, -0.12], [2.57, -0.28, 0.52], [3.16, -2.36, 0.19], [3.51, -1.18, 0.25], [-1.50, -1.68, -2.26], [2.16, -5.04, 1.04], [1.46, -1.74, -1.71], [-1.60, 0.80, -0.57], [-1.59, -0.49, 0.63], [0.28, 0.60, 1.61], [0.49, 1.61, 0.19]]
}



--- two ---
{
  "formula": "C6H5ClIN3",
  "method": "ωB97M-V with the def2-TZVPD basis set",
  "symbols": ["C", "C", "C", "C", "C", "C", "N", "N", "N", "Cl", "I", "H", "H", "H", "H", "H"],
  "xyz": [[1.82, 2.58, 0.05], [2.51, 1.37, 0.25], [0.33, 0.94, 0.03], [-0.82, -1.11, 0.10], [-0.90, 0.21, -0.04], [-1.90, -2.10, -0.02], [0.48, 2.24, -0.10], [-1.99, -3.05, -0.86], [1.60, 0.38, 0.17], [-3.31, -1.83, 0.99], [-2.59, 1.23, -0.57], [2.12, 3.53, 0.09], [3.54, 1.19, 0.33], [0.14, -1.45, 0.44], [-2.81, -3.51, -0.70], [1.78, -0.63, -0.17]],
  "smiles": "[H]/N=C(Cl)/C=C(\\I)c1ncc[nH]1"
}



Of the structures shown above, two is the most stable.